{"formula": "C3H3IrO2", "method": "ωB97M-V/def2-TZVPD", "symbols": ["O", "Ir", "O", "C", "C", "C", "H", "H", "H"], "coordinates": [[1.642, -0.241, -0.517], [3.089, 0.670, 0.175], [-0.812, 2.126, -0.153], [-0.319, 1.045, -0.319], [0.696, 0.253, 0.227], [-0.881, -0.709, 0.113], [-0.890, -1.262, -0.839], [-1.900, -0.440, 0.418], [-0.623, -1.442, 0.895]], "lowdin_charge": [-0.370, 1.218, 0.239, -0.166, -0.319, 0.058, 0.110, 0.121, 0.109], "relative_energy_kj_mol": 218.68, "multiplicity": 6, "e_tot_ev": -10075.144, "e_homo_ev": [-13.275, -15.462], "largest_force_ha_per_bohr": 0.124, "lumo_ev": [-5.76, -7.95], "orbital_gap_ev": [7.5147, 7.5092], "total_charge": 1}